Record 1
# C28H50Br2ClN4O9P2SSi

A structure of composition C28H50Br2ClN4O9P2SSi (ωB97M-V with the def2-TZVPD basis set, OMol25).

Geometry as XYZ:
```
98
Properties=species:S:1:pos:R:3:forces:R:3
C 0.2228 0.5828 -0.3034 0.9 2.2 -1.6
H 0.5503 -5.0188 2.8126 -1.2 -1.0 -1.4
H 8.5808 3.2514 -4.0214 -0.1 -0.1 -0.1
H 1.6080 -6.3139 0.7274 -2.3 0.0 0.3
H -3.1322 7.4064 -2.6147 0.2 0.0 -0.1
H -4.4639 2.8041 1.0192 0.6 -0.8 0.2
H 3.9861 -1.6279 -1.1478 1.2 1.4 0.1
C 4.9384 0.0027 1.8055 -0.6 0.2 0.4
H -4.7933 6.3484 -5.1908 0.0 -0.1 -0.1
C 5.3910 2.1891 -0.3845 -0.7 0.1 0.6
O 5.3271 1.4568 -3.2817 0.2 0.2 -0.6
H -4.3256 -3.4259 -0.3833 0.7 1.3 1.6
C -2.0083 -6.9545 0.0432 2.6 1.6 1.8
H 0.0280 -7.5553 -1.1209 -1.0 0.9 1.6
H -2.7623 -3.5739 0.5996 -1.5 0.8 0.1
C -1.7317 -2.0016 2.8851 1.2 -0.3 1.8
H -5.2926 4.7066 -4.7190 0.1 0.1 0.1
H -3.7427 0.7938 5.5175 1.1 -1.3 -1.3
H 6.4842 2.3844 -6.8385 0.0 0.0 0.2
H -3.1045 -0.9068 5.6816 0.2 1.5 -1.6
Si 4.2842 0.6538 0.0909 1.7 0.4 0.0
H 2.0323 -0.9015 -0.4836 -0.7 1.5 0.1
C -0.6383 -0.3834 0.6437 1.5 -1.8 -2.5
H -0.1889 0.6809 -1.3941 0.1 -0.7 2.4
H -3.6553 4.9826 -5.3603 -0.2 0.0 -0.1
O -0.7239 -2.5023 1.9920 -0.8 0.8 -0.4
N -1.7334 0.2484 1.4698 -1.0 -2.3 -0.8
H 8.7190 2.4497 -5.6044 0.1 0.2 0.0
H -1.6423 2.3118 -1.4566 -1.7 -0.9 0.6
H -4.1314 0.7473 3.2765 1.6 -1.7 -0.5
C -2.6627 -3.1091 3.6180 -2.7 -0.2 0.0
H -2.7251 0.7961 -1.6257 0.0 1.2 0.6
C -2.8291 6.5778 -3.2595 0.0 0.0 0.3
O -5.4301 -1.3006 1.6839 3.9 -0.6 1.4
P -2.4893 1.7289 0.8128 -3.3 4.0 -4.7
H -3.2941 -5.2246 3.8744 1.6 1.2 -0.6
C 0.4560 -6.3016 0.8493 -3.3 0.2 0.1
H 5.9996 0.4131 2.0221 -1.8 -0.8 -0.3
C -4.4561 5.4072 -4.7496 0.1 0.1 0.0
Br -1.2754 -1.5949 -0.8950 -0.5 0.2 0.7
H 0.5529 2.9147 2.3849 -0.1 -0.8 -0.2
H -3.7933 -3.0454 3.3255 2.1 0.2 -0.1
H -2.7112 -7.4668 -0.7042 1.1 0.9 1.4
C 6.0027 2.0477 -5.9193 -0.2 -0.1 0.2
O 0.5649 1.9289 2.4484 -2.2 -0.1 -0.2
H 5.0379 2.6862 -1.3528 0.7 -0.8 1.5
S -4.0214 -1.4070 1.1447 -7.1 -0.6 -5.2
H 5.2902 2.9138 0.4996 0.4 -0.8 -1.3
H -1.9693 0.4379 5.2336 -1.4 -0.5 -0.6
O -4.2146 1.8459 1.0883 2.3 -0.4 0.2
H -4.2740 -0.9768 3.7285 1.5 1.3 -1.3
C 0.1907 -1.5623 1.4212 0.3 -1.0 -1.8
Cl 1.6818 -1.0579 2.3605 -1.3 -0.1 0.1
C -4.4842 5.0812 -2.3098 0.2 0.3 -0.7
H 4.6616 -0.3415 -2.2796 0.1 -0.4 1.9
C -0.1403 -2.5166 4.5754 1.1 -2.9 0.8
C -3.4526 -0.1747 3.4881 -2.9 0.4 1.8
C -2.6340 1.8036 -1.1170 1.3 -0.2 -0.8
C 1.7525 0.2001 -0.6132 0.8 1.0 -0.2
H 0.7200 -2.2070 0.6015 -1.3 1.5 1.5
H -3.4733 2.5016 -1.4674 1.0 -1.1 1.1
H 5.0266 2.5288 -5.8178 0.0 -0.1 -0.2
H 4.9186 -1.1582 1.8179 0.1 2.0 0.2
C 4.7035 -0.7080 -1.1841 -0.4 -1.6 -1.4
N -3.9463 5.6667 -3.4181 -0.5 -0.6 0.7
H -1.6130 -4.8772 4.4850 -1.1 0.4 -1.7
H -2.0003 6.0479 -2.7831 0.0 0.2 0.0
O -4.1987 -0.7569 -0.2035 2.9 -0.1 2.4
H 0.2306 1.7111 -0.0132 0.2 -2.1 0.2
C -0.4468 -7.0232 -0.2202 -1.8 2.4 3.9
C -3.0143 0.0412 5.0059 0.7 0.3 2.1
C 8.0762 3.0667 -4.9715 -0.1 -0.1 -0.2
H -3.7566 -6.1914 1.3795 2.2 0.0 -0.2
C -2.6018 -6.1822 1.2630 2.7 0.1 -0.1
H 4.1942 0.4297 2.5919 1.4 -0.9 -1.0
H 6.4717 1.7977 -0.4575 -1.6 0.7 0.1
N -0.8508 -1.5900 4.0735 1.8 -2.5 1.4
H -4.3933 -3.8916 1.3999 0.9 1.6 -1.1
H 7.8832 4.0219 -5.4663 0.2 0.0 0.0
O 0.5177 -3.4822 5.0547 -3.8 6.3 -2.7
H 5.7654 -1.1666 -1.0455 -1.8 1.0 0.0
C -3.8450 -3.2075 0.6399 0.7 -2.1 0.9
C -0.1579 -5.5293 2.0606 -2.2 -1.1 -1.6
H 7.0680 2.3329 -2.7202 0.0 0.1 -0.1
Br -2.1278 3.0899 3.3848 0.5 -0.4 0.7
O 2.6088 1.1023 0.1883 0.5 -2.0 -0.9
O -4.1048 5.2551 -1.1643 0.2 -0.1 0.0
H -2.7801 -2.8443 4.7520 0.7 -0.2 -2.2
H 2.0547 0.4566 -1.7108 -1.2 -0.6 1.7
C -1.7235 -5.3947 2.3369 2.2 -2.8 -4.4
H -5.3261 4.4090 -2.5428 0.0 0.0 -0.1
C 6.3745 2.0348 -3.5230 0.3 0.1 -0.8
P -0.8821 1.1965 2.8425 2.8 2.3 3.5
H -2.5092 6.9645 -4.2282 -0.1 -0.1 0.1
H 5.8579 0.9650 -5.9552 -0.1 0.1 -0.1
N 6.8172 2.3794 -4.7663 -0.2 -0.2 1.0
C -2.3191 -4.6511 3.5838 0.6 -1.8 1.0
C -2.6170 -0.7386 2.2630 0.4 -1.6 2.3
```
Forces are in eV/Å.

## Properties
Net charge   +1
Gap between HOMO and LUMO   6.92 eV
E_tot   -8971.02401 a.u.
2S+1   1
LUMO level   -0.142 hartree
HOMO energy   -10.77 eV

Atom charges from the Löwdin analysis, given in e for atoms 1 to 6: number 1, C, carries -0.245; number 2, H, carries 0.090; number 3, H, carries 0.087; number 4, H, carries 0.094; number 5, H, carries 0.097; number 6, H, carries 0.085

***

Record 2
# C28H50N2O18

A cluster of 8 separate species, C28H50N2O18 in total (ωB97M-V with the def2-TZVPD basis set, OMol25).

Geometry as XYZ:
```
98
Properties=species:S:1:pos:R:3:forces:R:3
N 2.1642 -0.5470 -2.9704 -2.1 0.6 0.7
H -3.8028 -0.1210 2.6126 -0.1 -0.5 0.6
H -5.1088 -2.1130 0.0636 -0.4 -0.9 -0.1
H -0.0858 3.4560 -2.5734 0.5 0.7 0.0
C -3.6388 -0.2350 -1.4884 0.8 1.9 -0.3
H 2.5062 -1.7860 0.0226 -0.4 -1.1 0.6
H -3.9268 -7.2080 2.1056 0.1 0.0 0.2
C 2.6772 2.9060 1.4856 -0.6 -1.2 1.1
C -3.4658 -1.0060 0.6646 -1.0 2.4 1.4
C 3.8672 2.2890 -3.1854 -0.1 0.5 -1.0
H 0.2282 -3.1610 5.2816 0.5 -1.1 -0.2
H 3.0602 2.5490 2.4906 0.3 0.6 -1.5
H 0.3252 -7.3460 0.6486 -0.3 0.0 -0.9
C -1.3838 -4.1270 -0.9354 -0.4 2.3 0.6
O -2.7378 6.4090 -2.1024 3.1 -1.0 -1.1
H 0.7882 4.5090 -3.9084 -0.8 0.1 1.5
H 1.9932 -7.4450 1.2156 -0.5 0.1 0.3
O -2.6638 3.9830 -2.2234 3.4 7.6 -0.8
C 4.6142 2.4310 -1.8534 -0.4 -1.5 0.5
O 2.2782 -0.4780 2.7116 -0.5 -0.6 0.4
C -3.1398 0.0110 1.7716 -0.9 -0.1 -0.1
H 0.0442 1.0170 1.2446 0.1 -0.6 -1.0
H -0.1528 -3.3030 2.5396 0.2 -0.6 0.1
H 0.0562 -1.5510 5.8386 0.0 0.5 0.7
C 0.2712 0.3800 0.3386 1.0 1.1 0.8
C -2.0788 5.2540 -2.3914 -3.7 -6.8 0.9
O 1.0132 -5.6480 1.6016 0.5 1.4 -1.2
H -0.9078 -0.7530 -2.0344 -0.1 -0.7 0.4
H -4.6728 5.6570 -1.9064 0.7 0.9 0.4
H 3.4862 4.3430 -3.4644 0.1 0.0 -0.2
H 2.4082 8.2440 -0.3094 0.1 -1.6 0.2
O -2.8038 -0.5380 -0.4464 1.2 0.2 -2.9
H -2.2958 -4.1190 -1.5254 -0.1 -0.3 0.2
H -3.9168 6.2850 -0.3954 0.2 -0.1 -0.1
H 3.5082 -3.2830 -0.1374 -0.7 0.5 -0.4
H 2.7542 2.2200 -3.0564 1.1 -0.3 0.1
H -1.4998 -3.7230 3.6396 -0.1 0.2 -0.4
H 5.6112 2.7830 -2.0534 0.5 0.2 0.0
H -1.5098 -1.1650 4.0766 -0.1 0.0 0.5
C -0.3358 0.1410 -2.1624 0.6 1.6 -1.7
C -1.0698 -2.9410 3.0006 0.9 -0.5 -0.2
O -3.2878 -4.4800 1.0516 6.1 -5.4 -0.7
H -2.5178 -7.7090 3.1036 0.2 -0.9 0.3
H 3.6852 3.5670 -4.9704 0.3 -0.2 -0.8
O -2.0708 -6.5190 1.6196 2.2 1.4 -2.7
H 2.9082 7.1310 -1.5934 -0.6 -0.6 0.5
O 2.9152 4.2860 1.3646 -0.1 2.7 -1.2
O -4.8978 -0.5270 -1.1064 0.1 1.0 -1.6
H 1.3862 0.3070 0.3526 -0.8 -0.2 -0.2
C 1.6012 -4.9770 0.5696 5.4 -3.3 -4.7
O -0.8618 5.4060 -2.9084 -1.0 1.0 0.9
H 0.3542 1.9320 -1.1274 -0.3 -0.4 -0.1
O -1.3258 -5.2350 -0.0334 1.6 -1.1 -0.6
H 2.0822 -2.9860 -1.2174 0.2 -0.2 0.4
O 2.3152 -5.6650 -0.4894 -4.9 4.2 6.4
H -0.9868 0.7020 -2.9504 1.7 -0.9 0.9
H 5.0662 4.0350 -3.8974 1.7 0.1 -0.4
C -3.9908 6.4480 -1.4744 -1.4 -1.8 0.1
C 4.1182 3.5980 -3.9914 -2.8 0.1 2.0
C 1.3782 -1.0140 3.3156 5.2 0.8 0.7
H -0.1398 -0.5990 0.5386 -0.2 -0.3 -0.1
C -0.6458 -1.7650 3.8116 -1.1 -0.6 1.1
H -2.1088 -0.1260 2.0656 0.2 0.3 0.1
H -1.2888 1.4540 -0.6574 0.9 -0.5 -0.8
C 1.0892 -0.2330 -2.6364 -0.1 -0.2 -0.3
C -0.2748 1.0400 -0.9264 -0.4 0.8 1.0
H -0.7378 3.7990 -4.1044 -1.2 -0.8 -1.2
H -4.3758 7.4410 -1.6324 -0.1 0.3 -0.2
O 1.7192 -3.6310 0.7276 -2.3 -2.8 1.6
C -0.1538 4.2270 -3.3534 0.6 -0.1 0.0
C 2.3122 7.1650 -0.6584 -1.4 0.9 0.2
H -3.3508 1.0620 1.4916 0.4 -0.6 -0.4
H 4.1092 3.1580 -1.2294 -0.1 0.3 0.1
C -2.1908 -5.4210 0.8796 -8.0 5.2 2.1
O 2.7912 6.2420 0.3586 0.1 -0.1 -0.1
N 4.8202 0.1970 -0.3774 -0.2 2.6 -1.6
H 1.2042 6.9590 -0.7474 1.4 0.2 -0.6
O -3.2788 0.3580 -2.4894 -1.1 -1.8 1.8
H -3.1508 -6.1200 3.2866 -0.3 0.5 0.3
H 0.5202 -7.6320 2.3056 0.5 1.1 0.3
H 3.0922 2.3710 0.6216 -0.2 -0.1 0.5
O 1.5422 -1.6990 4.4476 0.8 -1.7 1.5
H -0.5188 -4.0410 -1.5794 0.3 -1.2 0.0
O 0.1682 -0.9200 3.0606 -4.8 1.3 -2.7
C 4.7482 1.1780 -1.0194 -0.2 -1.7 0.7
H 4.2362 1.4450 -3.7914 -0.3 0.1 0.6
H -5.7058 -0.6980 0.7846 0.1 0.8 0.2
H 1.6082 2.7540 1.6136 -0.2 -0.2 -0.6
H -1.6778 -2.6670 2.1606 -0.8 0.0 -0.1
H -1.3098 -3.1620 -0.3754 -0.5 -0.8 0.0
C 2.3812 4.9890 0.3326 -3.5 -4.3 -4.0
O 1.5642 4.4050 -0.6284 4.7 3.5 5.4
C -4.8998 -1.0710 0.1726 -0.4 -1.6 0.7
C 2.4692 -2.8820 -0.1914 2.0 0.4 -1.6
C 0.9742 -7.0980 1.4556 0.8 -0.2 -0.4
C 0.2742 -2.1470 4.9806 0.0 2.0 -1.1
H -3.1508 -1.9850 0.8726 0.6 -1.3 0.6
C -2.9888 -6.9140 2.5826 -1.3 0.6 0.2
```
Forces are in eV/Å.

## Properties
Gap between HOMO and LUMO   10.21 eV
E_tot   -2560.49778 a.u.
2S+1   1
LUMO level   0.011 hartree
HOMO energy   -9.91 eV
Energy above the lowest of the compared OMol25 structures with the same formula, charge and spin   61.7 kJ/mol

Atom charges from the Löwdin analysis, given in e for atoms 1 to 6: number 1, N, carries 0.143; number 2, H, carries 0.080; number 3, H, carries 0.123; number 4, H, carries 0.072; number 5, C, carries -0.477; number 6, H, carries 0.081